ORCA calculation (the ωB97M-V functional and the def2-TZVPD basis) on 11 unconnected molecules or ions with the total composition C31H91Cl3O40P10 in a non-equilibrium geometry.

The geometry in XYZ format:
```
175
Properties=species:S:1:pos:R:3:mulliken_charge:R:1
Cl -3.3989 -4.8840 -2.2792 -0.150
Cl -0.6747 -4.1249 -1.5366 -0.072
Cl -2.4873 -2.2220 -2.5611 0.052
P -2.2226 3.9189 -4.1631 0.308
P -5.0743 -0.9412 -0.2966 0.101
P 0.8826 0.4174 4.8290 -1.110
P 0.5448 -4.0491 3.5171 0.370
P 0.9550 0.2850 -1.0399 -1.124
P -0.9793 5.8044 1.7457 0.742
P -5.0208 2.2140 3.8075 0.002
P 6.3464 -1.8670 -4.5541 0.664
P -0.1260 -3.7417 -7.6732 1.062
P 6.9061 -0.8809 2.4766 1.160
O 7.2882 -2.3101 1.7510 -0.306
O -0.0113 0.5433 3.6151 1.344
O -0.9056 -3.6628 4.1546 -0.431
O -1.5483 -3.3771 -8.4532 -0.310
O 0.6397 1.5536 5.9669 -0.302
O 6.4206 0.1066 1.2855 -0.421
O -1.9009 4.5092 1.9264 0.203
O 0.2412 5.6872 0.9241 -0.757
O 6.0521 -1.0037 3.7005 -0.593
O 6.5498 -1.0676 -5.7929 -0.740
O 1.1474 -5.1869 4.5312 -0.382
O -4.2402 -1.5047 0.8192 -0.276
O -5.9248 3.1778 2.8845 -0.311
O 0.5101 -4.4304 2.0671 -0.648
O -2.9850 4.7038 -5.1510 -0.748
O 0.6779 1.6589 -0.2622 0.877
O 6.0102 -3.4428 -4.7121 -0.331
O -0.6599 6.2400 3.2734 -0.402
O -1.8912 4.7202 -2.7587 -0.494
O 1.4862 -2.7740 3.7835 0.322
O 0.8191 -4.5713 -8.4497 -0.719
O -0.6795 3.4692 -4.6968 0.006
O -4.3612 0.1274 -1.3028 0.376
O -4.7220 1.0472 2.7080 1.018
O -3.8221 2.7668 4.4729 -0.382
O 0.6908 0.7167 -2.6122 -0.148
O 8.2940 -0.2559 2.8244 -0.356
O 0.5177 -0.9096 5.7027 -0.209
O -2.8650 2.5153 -3.6074 0.350
O -6.4337 -0.2201 0.2208 -0.225
O -2.0485 6.9032 1.2755 -0.376
O -6.0745 1.4753 4.7984 -0.318
O 2.1923 -0.4502 -0.7217 -0.427
O 7.6627 -1.8891 -3.6740 -0.393
O -5.5594 -2.0968 -1.3020 -0.179
O -0.6992 -4.4719 -6.3379 -0.342
O -0.3880 -0.5797 -0.7799 0.946
O 5.1829 -1.3785 -3.5382 0.173
O 0.3955 -2.2766 -7.1664 -0.294
O 2.5012 0.4035 4.6544 -0.051
C 1.1143 -1.1016 6.9576 -0.882
C 6.4610 -3.4203 1.8894 -0.360
C -0.6994 -0.9287 0.5539 0.366
C 0.4321 -0.3257 -3.5391 -0.382
C -1.2996 3.2377 2.2591 -0.118
C -1.6504 -3.7380 -5.5561 -0.465
C 5.1618 -0.0100 0.6766 0.174
C -3.4542 1.1430 -0.7670 0.868
C -2.3092 6.9695 -0.1308 -0.131
C -7.1267 2.7733 2.2359 -0.648
C -6.2274 -1.7416 -2.5108 -0.740
C 1.8378 -4.8650 5.7466 -0.538
C 2.5729 -2.3984 2.8649 -0.538
C -2.3496 -3.6105 -1.5561 -0.128
C -0.4117 2.5015 5.7824 -0.312
C -1.6424 -2.5172 3.7041 0.120
C -6.8397 2.3351 5.6651 -0.836
C -3.7555 0.0487 3.0299 -1.408
C -2.4376 -4.3893 -8.7862 -0.690
C 7.8511 -2.7070 -2.5061 -0.654
C 3.2007 1.5162 4.0950 -0.240
C -0.9458 4.1893 -1.7913 -0.025
C -7.3040 -0.9340 1.0830 -0.887
C 1.7217 2.6362 -0.0294 -0.570
C 9.0543 -0.5390 3.9893 -0.722
C 1.8203 -2.1406 -6.8716 -0.282
C -1.5987 6.1688 4.2548 -0.620
C -3.1750 1.5226 -4.5842 -0.474
C 0.1093 4.4446 -5.3780 -0.846
C 5.5902 -4.1972 -5.8570 -0.665
C 4.6554 -0.1091 -3.6127 -0.085
H 2.2247 -5.8058 6.1381 0.304
H -0.1491 3.0478 4.8765 0.023
H -6.5404 -0.6980 -2.5416 0.321
H 10.0487 -0.8238 3.6455 0.303
H -2.7756 0.5960 -4.1719 -0.069
H 2.5295 2.2720 3.6872 0.201
H 4.4683 -0.5121 1.3512 -0.417
H 2.5783 -4.0773 5.6073 0.172
H -2.2068 6.0304 -0.6746 -0.216
H 2.3692 -3.0671 -6.7034 0.377
H -0.9876 -0.0443 1.1221 -0.792
H -3.9579 2.0796 -0.5281 0.407
H -1.7590 -2.6807 -5.7977 0.362
H 0.1859 -1.3855 0.9963 0.136
H -2.6160 -5.0814 -7.9632 0.314
H -1.6898 2.8507 3.2004 0.159
H -1.3226 1.9501 5.5494 0.179
H -6.7299 -1.1966 1.9716 0.274
H 1.8861 -1.5346 -5.9680 -0.121
H -7.0935 2.7475 1.1467 0.305
H 4.5970 0.1949 -2.5676 -0.062
H -2.5932 -4.2849 -5.5459 0.303
H 4.6127 0.9280 0.5935 0.278
H 1.1945 -4.4357 6.5147 0.252
H -2.7154 -3.4650 -0.5397 0.170
H 8.6214 -3.4740 -2.5864 0.348
H 2.2666 -1.5791 -7.6924 0.328
H 0.4812 5.3168 -4.8404 0.306
H -7.2576 1.7160 2.4664 0.146
H -4.2138 -0.9301 3.1714 0.300
H 5.2075 -0.4895 -0.3012 0.187
H -1.4331 4.0762 -0.8229 -0.132
H -1.4042 -1.7590 0.5977 0.055
H 2.5456 2.5524 -0.7381 0.373
H -0.6658 3.2000 -2.1535 0.060
H 1.5366 -0.1666 7.3257 0.380
H 3.6751 -0.0384 -4.0841 -0.045
H 0.9924 3.9342 -5.7623 0.230
H -7.7720 1.8157 5.8870 0.253
H -7.6605 -1.8494 0.6107 0.349
H 2.0495 -1.7325 2.1787 -0.083
H -1.1999 2.4747 1.4871 -0.051
H -8.1487 -0.3228 1.4009 0.263
H 4.9237 -5.0190 -5.5954 0.285
H -7.1023 -2.3645 -2.6967 0.276
H 1.9175 -1.8350 6.8869 0.256
H 1.3261 3.6477 -0.1211 -0.040
H -0.5876 -0.3848 -3.9196 -0.094
H 0.6221 -1.3465 -3.2073 0.295
H -2.7340 1.6971 -5.5656 0.371
H 5.2889 0.5706 -4.1826 0.434
H 3.7829 1.2227 3.2214 -0.100
H -2.9169 -0.0376 2.3389 0.443
H -2.0663 -4.8872 -9.6819 0.289
H -1.9322 7.1674 4.5370 0.346
H -1.6797 7.7478 -0.5622 0.288
H 3.8902 1.9279 4.8320 0.274
H -7.9737 3.3553 2.5991 0.338
H -3.3283 0.2385 4.0145 0.515
H 2.1700 2.6097 0.9638 0.020
H -2.5900 -2.7122 3.2020 0.464
H -0.4904 4.8156 -6.2092 0.349
H -2.5355 5.6692 4.0081 0.208
H -2.6250 1.2479 -1.4667 -0.380
H 8.7094 -1.3794 4.5917 0.304
H -3.3650 -3.9076 -9.0959 0.210
H 5.0261 -3.6194 -6.5891 0.268
H 7.9100 -2.1257 -1.5859 0.297
H 6.4445 -4.6907 -6.3203 0.297
H -0.2667 3.3203 2.5972 0.249
H 9.1610 0.3173 4.6552 0.276
H -4.2342 1.3815 -4.7993 0.304
H -1.8203 -1.9348 4.6081 0.192
H 6.2619 -3.8248 0.8970 0.226
H -5.4803 -1.8397 -3.2985 0.183
H 1.0286 -0.1816 -4.4399 0.243
H -6.2772 2.5001 6.5841 0.279
H -1.2725 -3.7524 -4.5338 0.098
H 3.3431 -1.8974 3.4513 0.363
H -7.1298 3.2792 5.2039 0.359
H 5.5757 -3.1806 2.4783 0.048
H -3.3623 7.1881 -0.3077 0.327
H -1.0544 -1.8350 3.0901 -0.435
H -2.9322 0.7045 0.0835 -0.693
H 0.4018 -1.4408 7.7095 0.251
H -0.5478 3.1377 6.6570 0.342
H 6.9651 -4.2132 2.4419 0.292
H -1.0851 5.7857 5.1366 0.229
H -0.1197 4.8934 -1.6924 0.471
H 6.9859 -3.3562 -2.3718 0.238
H 3.0303 -3.2151 2.3065 0.487
```

As for the HOMO-LUMO gap: 10.673 eV. The calculation puts the HOMO energy at -0.3787 hartree. The calculation puts the energy above the lowest of the compared OMol25 structures with the same formula, charge and spin at 0.0 kJ/mol. The calculation puts the LUMO energy at 0.37 eV. As for the structure (SMILES): COP(=O)(OC)OC.COP(=O)(OC)OC.COP(=O)(OC)OC.COP(=O)(OC)OC.COP(=O)(OC)OC.COP(=O)(OC)OC.COP(=O)(OC)OC.COP(=O)(OC)OC.COP(=O)(OC)OC.COP(=O)(OC)OC.ClC(Cl)Cl.